No. 1
{"formula": "C5H9N3O2P", "method": "ωB97M-V/def2-TZVPD", "symbols": ["C", "O", "O", "H", "H", "H", "N", "H", "H", "N", "C", "C", "H", "H", "N", "C", "C", "H", "P", "H"], "coordinates": [[-2.658, -0.808, 0.625], [3.575, -0.737, -0.999], [3.991, 0.136, 1.372], [-4.341, 0.370, -0.079], [-3.118, -1.778, 0.408], [2.719, -1.044, -1.317], [-1.251, -0.911, 0.375], [2.945, 2.057, -1.567], [-2.809, -0.564, 1.683], [0.499, -1.405, -0.732], [3.492, 1.939, -0.641], [-0.230, -0.216, 0.957], [-0.392, 0.419, 1.805], [-3.112, 0.016, -1.308], [-0.771, -1.618, -0.656], [0.897, -0.551, 0.247], [-3.273, 0.273, -0.264], [3.351, 2.769, 0.041], [3.277, 0.426, 0.119], [-2.791, 1.229, -0.069]], "charge": -1, "de_lowest_kcal_mol": 2.7, "e_lumo_ev": 3.175, "fmax_ev_per_a": 2.78}


No. 2
{"formula": "C5H9N3O2S", "method": "ωB97M-V/def2-TZVPD", "symbols": ["H", "C", "H", "H", "H", "S", "C", "O", "C", "O", "N", "H", "C", "N", "H", "H", "C", "N", "H", "H"], "coordinates": [[0.766, 0.146, 1.645], [-0.105, 0.501, -0.312], [1.479, 1.552, 0.817], [3.333, 0.047, 1.830], [-3.763, 1.892, 0.388], [-2.667, -0.391, 0.132], [1.051, 0.520, 0.659], [-3.171, -1.509, 0.901], [1.271, -0.945, -1.770], [-3.046, -0.374, -1.237], [-3.531, 0.982, 0.870], [-3.711, 0.705, 1.792], [0.098, -0.247, -1.540], [2.327, -0.897, -0.957], [4.120, -0.902, 0.790], [1.471, -1.419, -2.716], [2.272, -0.223, 0.147], [3.319, -0.365, 0.952], [-0.845, 1.316, -0.193], [-0.668, -0.391, -2.197]], "de_lowest_kcal_mol": 58.9, "e_lumo_ev": [-1.686, -1.072], "fmax_ev_per_a": 3.27}


No. 3
{"formula": "C5H9N3O4S", "method": "ωB97M-V/def2-TZVPD", "symbols": ["C", "H", "S", "O", "H", "C", "H", "N", "H", "O", "N", "H", "H", "H", "C", "H", "H", "N", "O", "O", "C", "C"], "coordinates": [[-1.447, -1.507, 0.029], [2.127, 2.816, 0.059], [-2.900, 0.878, -0.239], [-4.069, 0.060, -0.026], [-3.433, -1.885, -0.271], [3.085, 0.891, -0.418], [2.232, 1.813, 1.423], [-2.568, -2.318, -0.070], [0.156, -2.826, -0.143], [3.525, -0.310, 0.117], [0.803, -0.965, 0.351], [2.751, -0.681, 0.524], [-3.033, 1.327, -1.635], [3.858, 1.604, -0.592], [0.341, 0.214, 0.177], [2.627, 0.544, -1.424], [-2.646, -2.857, 0.826], [-0.119, -1.985, 0.354], [-2.725, 2.056, 0.479], [0.762, 1.456, 0.142], [-1.497, -0.178, -0.062], [2.170, 1.853, 0.398]], "smiles": "Nc1[nH]nc(OCCO)c1[SH](=O)=O", "de_lowest_kcal_mol": 81.2, "e_lumo_ev": 0.562, "fmax_ev_per_a": 5.82}


No. 4
{"formula": "C5H9N3OS", "method": "ωB97M-V/def2-TZVPD", "symbols": ["H", "H", "C", "S", "H", "N", "H", "C", "C", "H", "N", "O", "H", "H", "H", "N", "C", "H", "C"], "coordinates": [[1.007, 1.353, 2.921], [2.187, 0.111, 2.408], [-0.024, 0.815, -1.333], [0.473, -0.031, 0.182], [-0.593, 0.259, -3.335], [-1.885, -0.646, 1.586], [2.521, 1.810, 2.409], [-0.262, -0.340, -2.377], [-1.243, -0.819, 0.560], [0.803, 1.494, -1.564], [0.987, 1.195, 1.023], [1.414, -1.112, -0.076], [0.568, -1.037, -2.529], [-0.982, 1.195, -1.264], [-1.398, -0.435, 2.388], [-1.288, -1.209, -1.907], [-1.672, -1.390, -0.731], [-2.349, -2.305, -0.576], [1.736, 1.092, 2.214]], "smiles": "[H]/N=C1/C=NCC[S@@]1(=O)=NC", "de_lowest_kcal_mol": 89.6, "e_lumo_ev": -0.457, "fmax_ev_per_a": 3.90}


No. 5
{"formula": "C5H9N3S", "method": "ωB97M-V/def2-TZVPD", "symbols": ["N", "C", "C", "H", "H", "H", "H", "S", "H", "C", "C", "H", "N", "H", "H", "H", "N", "C"], "coordinates": [[-2.201, 1.002, -0.197], [1.498, 1.827, 0.275], [-1.376, 0.047, 0.061], [-0.325, 1.863, -0.636], [1.707, 2.715, -0.179], [2.580, -0.860, 0.451], [3.319, -2.462, 0.794], [-2.212, -1.543, 0.289], [-4.104, 1.397, -0.324], [3.195, -1.730, 0.092], [-3.478, 0.597, -0.323], [-4.500, -1.422, -0.248], [0.360, 1.314, 0.010], [4.140, -1.291, -0.050], [2.256, 1.236, 0.566], [2.890, -2.102, -0.982], [-0.042, 0.164, 0.393], [-3.708, -0.750, 0.007]], "spin_multiplicity": 3, "de_lowest_kcal_mol": 0.0, "s_squared": 2.03, "e_lumo_ev": [0.726, -1.651], "fmax_ev_per_a": 8.15}


No. 6
{"formula": "C5H9N4O", "method": "ωB97M-V/def2-TZVPD", "symbols": ["N", "H", "C", "H", "C", "O", "N", "H", "N", "H", "C", "N", "H", "C", "C", "H", "H", "H", "H"], "coordinates": [[-0.469, -0.460, -1.348], [-0.822, -1.005, -2.058], [-1.611, 0.337, -0.809], [-1.620, 1.152, -1.590], [2.083, 1.309, 0.212], [1.745, 0.878, -0.834], [1.598, -3.053, -0.464], [0.325, 0.192, -1.669], [2.213, 1.923, 1.189], [-2.586, -0.283, -0.888], [-0.384, -0.613, 1.107], [0.884, -2.181, -0.431], [-0.917, -1.409, 1.689], [-1.144, 0.617, 0.642], [-0.032, -1.303, -0.267], [2.644, 2.095, 2.050], [0.644, -0.308, 1.519], [-0.437, 1.485, 0.746], [-2.113, 0.630, 1.204]], "charge": 1, "de_lowest_kcal_mol": 79.6, "e_lumo_ev": -3.561, "fmax_ev_per_a": 3.21}


No. 7
{"formula": "C5H9N4O2S", "method": "ωB97M-V/def2-TZVPD", "symbols": ["N", "O", "H", "O", "C", "H", "C", "H", "N", "H", "C", "H", "C", "H", "H", "N", "N", "S", "C", "H", "H"], "coordinates": [[2.212, -0.189, -0.734], [-0.044, -2.396, 0.208], [1.606, -1.025, 3.516], [-2.104, -2.274, -0.375], [-0.966, -0.335, -0.236], [1.964, -0.411, -1.731], [-2.045, 0.243, -0.838], [1.202, 1.849, -0.975], [-1.977, 1.580, -1.066], [0.930, -1.920, 2.061], [0.236, 0.312, 0.148], [-2.712, 1.975, -1.597], [1.487, -0.926, 2.421], [-2.901, -0.346, -1.101], [2.359, -0.961, 1.958], [0.297, 1.611, -0.583], [-1.005, -1.810, -0.235], [0.634, 0.621, 1.866], [-0.796, 2.168, -1.043], [-0.707, 3.217, -1.449], [2.329, -0.983, -0.215]], "charge": 1, "de_lowest_kcal_mol": 161.0, "e_lumo_ev": -5.232, "fmax_ev_per_a": 5.63}


No. 8
{"formula": "C5H9N4S2", "method": "ωB97M-V/def2-TZVPD", "symbols": ["N", "S", "C", "H", "C", "S", "H", "N", "H", "H", "C", "N", "N", "H", "H", "H", "H", "H", "C", "C"], "coordinates": [[2.284, -0.670, 2.118], [0.440, 1.745, 1.978], [-2.236, -0.124, -1.699], [1.776, 0.234, 2.443], [0.303, 0.708, 0.718], [-2.238, 2.099, -0.124], [-0.166, 2.080, -1.031], [2.797, -1.862, 0.209], [0.315, -0.793, -0.452], [-3.801, 1.511, -1.804], [-0.772, 1.289, -0.794], [0.844, -0.431, 0.323], [-0.983, 0.113, -1.580], [3.615, -2.100, 0.730], [2.921, -1.923, -0.835], [2.867, -1.193, 2.709], [-4.040, 0.429, -0.353], [-2.644, -0.987, -2.305], [1.974, -0.983, 0.817], [-3.257, 0.860, -1.071]], "charge": 1, "de_lowest_kcal_mol": 37.3, "e_lumo_ev": -4.089, "fmax_ev_per_a": 5.02}


No. 9
{"formula": "C5H9N5", "method": "ωB97M-V/def2-TZVPD", "symbols": ["H", "C", "N", "H", "H", "C", "H", "N", "H", "H", "N", "N", "H", "N", "C", "C", "H", "C", "H"], "coordinates": [[2.216, 2.683, 0.338], [0.409, 1.497, 0.777], [-1.384, -1.226, -1.448], [-0.130, -2.492, 1.733], [-1.938, -1.771, -3.331], [1.758, 2.197, 1.185], [1.593, 3.009, 1.819], [-0.703, 0.872, -1.190], [-3.129, -0.556, -2.449], [-0.423, 1.832, 1.308], [-0.005, -0.756, 0.486], [0.683, 0.122, 1.072], [2.461, 1.512, 1.537], [-0.143, 1.746, -0.517], [-2.115, -1.090, -2.431], [0.269, -2.130, 0.794], [1.411, -2.218, 1.068], [-0.822, -0.440, -0.657], [-0.009, -2.793, -0.091]], "charge": 2, "smiles": "C=NC1=[N+]=N[C@H](C)N=[N+]1C", "de_lowest_kcal_mol": 154.9, "e_lumo_ev": [-11.934, -11.934], "fmax_ev_per_a": 5.44}


No. 10
{"formula": "C5H9NO", "method": "ωB97M-V/def2-TZVPD", "symbols": ["H", "C", "C", "H", "C", "H", "H", "H", "C", "H", "C", "O", "H", "N", "H", "H"], "coordinates": [[0.623, 2.245, -1.390], [-0.046, -0.794, -0.766], [0.065, 1.031, 1.238], [-0.217, 2.084, 1.141], [0.696, 1.160, -1.365], [-1.521, -2.351, -0.887], [-0.788, 0.503, 1.691], [1.446, 0.076, 2.202], [0.347, 0.471, -0.120], [1.441, 0.727, -2.036], [-1.023, -1.745, -0.124], [1.198, 1.002, 2.083], [-0.508, -2.425, 0.564], [-0.610, 0.486, -1.241], [0.694, -1.266, -1.420], [-1.796, -1.203, 0.430]], "smiles": "C[C@H]1N2C[C@]12CO", "de_lowest_kcal_mol": 69.3, "e_lumo_ev": 0.854, "fmax_ev_per_a": 0.35}